13 unconnected molecules or ions with the total composition C62H129F6N14O16S6 in a non-equilibrium geometry. Source: OMol25; level of theory: wB97M-V/def2-TZVPD.

XYZ file:
```
233
Properties=species:S:1:pos:R:3:forces:R:3:lowdin_charge:R:1
C 0.90312 4.72700 0.89678 -0.09 0.40 0.25 -0.05
C 0.60018 5.72566 -0.20283 -0.01 -0.86 -0.53 -0.17
N 1.65266 6.66683 -0.49010 1.42 2.46 -0.41 -0.02
C 2.40239 7.37437 0.43665 1.14 -0.93 0.51 0.01
C 3.16625 8.26751 -0.21947 -0.24 0.99 -1.29 0.02
N 2.75970 8.25215 -1.54938 -0.88 -0.73 0.94 -0.08
C 1.83748 7.29306 -1.67026 0.13 -0.80 0.32 -0.01
C 3.09141 9.22509 -2.56024 -0.03 0.24 -1.64 0.01
H 1.34361 5.18273 1.78212 -0.32 0.06 0.13 0.07
H 1.60054 3.95202 0.58837 -0.03 0.15 -0.41 0.06
H -0.04532 4.25361 1.15185 0.04 0.04 0.30 0.07
H -0.26378 6.37153 -0.04217 -0.34 -0.64 0.15 0.13
H 0.54501 5.11157 -1.10482 -0.66 0.36 -0.15 0.10
H 2.53692 7.08579 1.46509 -0.38 -0.12 -0.02 0.14
H 3.93196 8.99066 0.00553 -0.08 -0.18 0.69 0.14
H 1.34400 6.97012 -2.57297 0.05 0.20 -0.08 0.15
H 3.02560 10.26770 -2.25684 0.10 -0.22 0.65 0.11
H 2.35948 9.14376 -3.36520 -0.02 -0.17 0.07 0.10
H 4.05520 9.03688 -3.03117 0.13 -0.07 0.35 0.11
C 5.71535 -3.33662 -1.83073 -1.26 -1.10 0.23 -0.07
C 6.59437 -3.01795 -0.65488 0.72 0.41 0.19 -0.16
N 5.86939 -2.45032 0.49468 -0.49 -0.53 0.78 -0.03
C 5.66548 -1.10460 0.61538 0.04 1.17 0.39 -0.04
C 4.94233 -0.84839 1.74773 0.18 -0.59 -0.88 0.03
N 4.65280 -2.09592 2.25707 -0.14 0.22 0.71 -0.05
C 5.26978 -3.03055 1.54925 -0.19 -0.44 -0.76 -0.01
C 3.90943 -2.32199 3.50083 0.82 0.23 1.52 0.02
H 5.10080 -2.48594 -2.12421 0.34 0.06 -0.47 0.06
H 4.99925 -4.12719 -1.56720 -0.16 0.27 0.54 0.07
H 6.21943 -3.88854 -2.62410 0.52 0.89 -0.28 0.09
H 7.29348 -2.20409 -0.84901 0.18 -0.27 -0.50 0.13
H 7.19879 -3.88979 -0.41013 -0.19 0.05 0.55 0.14
H 6.09361 -0.41839 -0.09543 0.00 0.02 0.05 0.14
H 4.61951 0.05297 2.26035 -0.03 0.05 -0.04 0.10
H 5.24719 -4.08473 1.77071 -0.08 -0.01 -0.08 0.15
H 3.98632 -1.44379 4.14596 0.02 0.38 -0.58 0.10
H 4.46404 -3.05364 4.08809 -0.33 -0.47 -0.27 0.11
H 2.85205 -2.56486 3.44435 0.13 -0.32 -0.78 0.07
C -2.60598 4.66595 -0.96017 -0.33 0.49 -0.22 -0.05
C -4.03137 4.26327 -0.56668 0.48 0.20 1.45 -0.14
N -4.52624 3.02959 -1.14617 -0.21 -0.78 -2.76 -0.03
C -4.28326 1.75694 -0.74072 0.79 -0.89 1.75 0.00
C -4.76926 0.84269 -1.63052 -1.11 1.47 0.48 0.03
N -5.38788 1.62684 -2.59483 1.62 0.16 -0.40 -0.10
C -5.11612 2.90978 -2.36355 -0.66 0.29 0.97 0.00
C -6.23581 1.12871 -3.66196 -0.37 0.14 -0.11 0.02
H -2.41256 5.64834 -0.52728 -0.14 0.02 0.07 0.08
H -2.46640 4.78007 -2.03501 -0.08 -0.17 -0.07 0.07
H -1.82987 4.01423 -0.56355 -0.26 -0.34 -0.03 0.06
H -4.79180 5.03498 -0.67397 0.16 0.09 -0.62 0.13
H -4.02846 4.10734 0.51541 0.05 -0.25 0.01 0.12
H -3.82891 1.62200 0.23640 0.01 -0.21 -0.02 0.12
H -4.97220 -0.21311 -1.53303 0.40 0.02 -0.12 0.10
H -5.43288 3.74183 -2.97022 -0.03 -0.06 -0.05 0.17
H -6.16105 1.75189 -4.55109 -0.22 0.33 0.25 0.10
H -7.22268 1.14713 -3.19976 -0.27 -0.29 -0.75 0.12
H -5.95389 0.13739 -4.00697 0.07 -0.14 0.54 0.11
C -1.77018 -5.41273 4.87295 -0.54 -0.24 -1.81 -0.07
C -3.18073 -4.99144 5.23867 -0.21 0.08 2.47 -0.24
C -3.77520 -3.96625 4.30592 0.67 0.76 -0.15 -0.13
N -4.90522 -3.11537 4.84687 -2.18 -0.37 -1.34 -0.22
C -6.18099 -3.95122 5.03249 0.92 0.57 1.17 0.05
C -4.62353 -2.32145 6.12172 0.76 -1.45 -0.28 -0.11
C -5.18479 -0.98224 5.87347 -0.13 2.14 0.14 -0.16
C -4.86516 -0.69079 4.40176 -0.51 -0.80 0.59 -0.13
C -5.28132 -2.01488 3.81805 1.35 -0.80 -1.77 -0.10
H -1.42227 -6.29652 5.39836 -0.01 0.16 0.24 0.09
H -1.01941 -4.62382 4.86106 -0.08 0.09 0.37 0.07
H -1.88873 -5.70307 3.82072 0.61 -0.24 0.00 0.08
H -3.16814 -4.60881 6.27222 0.10 0.49 -0.14 0.11
H -3.79638 -5.87400 5.43333 -0.18 -0.08 -0.85 0.12
H -4.05674 -4.38841 3.34082 -0.41 -0.01 0.11 0.12
H -3.02903 -3.20510 4.05544 0.29 -0.17 0.06 0.12
H -5.90451 -4.68295 5.78859 -0.44 -0.05 0.11 0.10
H -6.59953 -4.46439 4.17075 0.63 0.32 -0.46 0.12
H -6.88940 -3.20840 5.39111 -0.31 -0.43 0.25 0.10
H -5.03064 -2.85563 6.97731 0.07 -0.02 -0.03 0.14
H -3.53537 -2.27760 6.19751 -0.04 -0.06 0.12 0.14
H -6.25431 -0.91459 6.08056 -0.01 -0.09 -0.08 0.13
H -4.69248 -0.23203 6.49755 -0.16 -0.14 0.25 0.12
H -5.40209 0.13723 3.94819 0.09 0.10 0.11 0.12
H -3.79235 -0.53295 4.28470 -0.04 0.12 -0.13 0.09
H -6.30910 -2.09792 3.47124 -0.23 0.02 0.73 0.14
H -4.72414 -2.26940 2.91294 0.09 0.05 0.03 0.10
C 3.18137 -0.03434 -1.25296 -0.55 1.18 0.68 -0.09
C 1.69489 0.06847 -0.85460 0.18 -0.62 0.09 -0.18
C 1.56486 -0.24332 0.64265 -1.20 1.75 0.72 -0.07
N 0.17063 0.05376 1.25132 -2.00 1.25 0.30 -0.21
C -0.23733 1.49839 1.05815 1.22 -0.35 -0.13 0.02
C 0.16456 -0.06128 2.76138 2.34 -1.94 0.75 -0.11
C -0.93110 -1.00734 3.20193 -0.92 -0.09 -0.02 -0.12
C -1.84946 -1.12010 1.98324 -0.64 -0.44 -0.20 -0.14
C -0.94936 -0.86861 0.80824 1.59 -0.80 -1.26 -0.10
H 3.72821 0.73533 -0.70018 0.02 -0.25 0.39 0.08
H 3.35144 0.32219 -2.26870 -0.21 -0.66 0.21 0.04
H 3.56347 -1.01146 -0.96752 0.24 -0.08 -0.52 0.06
H 1.09248 -0.62259 -1.45099 -0.05 -0.10 0.01 0.10
H 1.35566 1.07290 -1.10299 -0.04 0.04 0.22 0.07
H 2.11144 0.52380 1.19796 0.72 -0.40 0.01 0.12
H 1.80219 -1.23982 1.01053 0.17 -0.10 -0.46 0.11
H 0.58646 2.00466 1.56185 -0.20 0.50 -0.23 0.08
H -1.15931 1.72327 1.59691 -0.18 -0.15 -0.22 0.10
H -0.22937 1.73957 -0.00291 -0.34 0.09 0.06 0.08
H 0.27133 0.85560 3.33104 -0.35 0.45 -0.71 0.10
H 1.12612 -0.55407 2.93501 -0.03 0.10 0.40 0.11
H -1.55230 -0.64917 4.02658 0.33 0.35 0.13 0.09
H -0.52047 -1.96182 3.53271 0.07 -0.07 -0.33 0.12
H -2.69395 -0.43337 2.07714 0.24 0.35 -0.19 0.10
H -2.29434 -2.10924 1.85242 0.13 0.00 0.12 0.09
H -1.33293 -0.53658 -0.15738 -0.49 0.45 0.36 0.14
H -0.41047 -1.77656 0.51647 -0.28 -0.24 0.42 0.10
C -0.72416 6.48383 6.66003 -0.27 -0.04 -1.13 -0.08
C -0.71010 5.03121 6.13688 -0.15 -0.15 1.17 -0.21
C -0.47814 4.07628 7.31805 1.25 0.24 0.79 -0.14
N -0.45378 2.58656 7.00837 0.35 0.52 -0.67 -0.24
C -1.83031 2.13618 6.59891 -0.08 -0.19 0.58 0.03
C 0.54780 2.37716 5.83986 0.22 -0.90 1.09 -0.06
C 1.33315 1.07893 6.16759 -1.72 -0.26 0.34 -0.12
C 0.70445 0.53725 7.48178 0.03 0.04 -0.81 -0.13
C 0.11490 1.75253 8.14792 -0.47 1.01 0.07 -0.09
H -1.42535 6.66019 7.47251 0.25 -0.06 0.23 0.08
H -1.04831 7.12685 5.83833 -0.19 -0.06 0.00 0.08
H 0.28760 6.84181 6.84589 -0.04 -0.18 0.62 0.08
H 0.12702 4.97417 5.44465 -0.23 -0.33 -0.24 0.11
H -1.64233 4.73804 5.65527 0.09 0.38 -0.42 0.09
H -1.08568 4.27318 8.20423 -0.75 -0.25 -0.41 0.14
H 0.51098 4.27434 7.74306 0.20 -0.04 -0.32 0.13
H -2.35704 1.71423 7.45531 0.20 0.13 0.19 0.11
H -1.78973 1.34980 5.84874 0.12 0.24 -0.22 0.10
H -2.39622 3.00429 6.27743 0.07 -0.19 -0.43 0.08
H -0.13438 2.35475 4.99583 0.74 0.22 -0.58 0.11
H 1.33447 3.12548 5.85248 -0.74 0.71 -0.30 0.13
H 1.13841 0.38454 5.35605 0.78 -0.21 0.02 0.09
H 2.38228 1.26352 6.36717 0.09 0.07 -0.64 0.12
H -0.10962 -0.15312 7.25279 0.09 -0.15 0.07 0.11
H 1.47729 0.00532 8.02974 -0.27 0.08 0.42 0.13
H -0.71051 1.57701 8.83509 0.17 -0.15 0.14 0.13
H 0.81171 2.44784 8.61521 0.35 -0.47 0.16 0.14
C 0.09709 -5.78564 -8.88330 -0.75 -0.01 1.19 -0.07
C 0.54619 -5.95596 -7.40161 0.07 -0.41 -0.34 -0.22
C 0.78284 -4.63879 -6.68446 0.80 -0.24 -0.18 -0.15
N 1.02248 -4.75141 -5.18851 0.04 0.32 0.80 -0.25
C 2.11927 -5.75009 -4.96633 -0.13 -0.35 -0.07 0.03
C -0.23805 -5.03718 -4.35574 0.29 0.54 -0.51 -0.06
C 0.02717 -4.47476 -2.96253 0.41 -0.30 0.59 -0.12
C 1.31724 -3.63335 -3.08103 -1.11 0.78 -0.74 -0.14
C 1.44397 -3.39308 -4.58461 0.34 -1.46 0.44 -0.10
H 0.43710 -4.85601 -9.33826 0.35 -0.14 -0.05 0.07
H -0.99304 -5.75636 -8.90263 -0.01 0.00 -0.21 0.08
H 0.42094 -6.66437 -9.43168 0.03 0.20 -0.28 0.08
H 1.44061 -6.57665 -7.45531 0.20 0.24 0.41 0.11
H -0.17234 -6.53324 -6.81550 -0.21 -0.08 -0.30 0.12
H -0.03032 -3.95078 -6.91649 -0.09 0.10 0.52 0.13
H 1.71834 -4.21545 -7.05755 -0.09 0.24 -0.10 0.13
H 2.58862 -5.78105 -3.98445 -0.48 0.68 0.19 0.11
H 2.89200 -5.49412 -5.68804 0.02 -0.47 -0.12 0.12
H 1.68256 -6.74036 -5.07567 0.25 -0.01 -0.51 0.12
H -0.57609 -6.06844 -4.40904 0.27 -0.05 -0.14 0.14
H -0.95152 -4.37899 -4.85224 -0.35 -0.32 0.05 0.13
H 0.19414 -5.18560 -2.15321 -0.29 -0.38 -0.27 0.12
H -0.87387 -3.93275 -2.68428 0.30 0.31 0.23 0.11
H 2.19904 -4.14112 -2.70465 -0.12 0.00 0.13 0.09
H 1.21937 -2.67327 -2.57573 0.13 -0.08 0.16 0.11
H 2.49872 -3.22900 -4.80062 -0.20 0.35 -0.71 0.13
H 0.72674 -2.67968 -4.98257 0.26 0.26 0.00 0.13
C 3.65877 -0.14174 -4.55843 0.89 -0.22 -0.98 -0.09
C 2.40627 -0.06792 -5.45094 0.43 -1.22 1.22 -0.22
C 2.57998 0.84630 -6.64560 -1.27 -0.11 -0.62 -0.08
N 1.41424 0.68997 -7.63828 -0.73 0.64 0.14 -0.24
C 0.16187 1.22027 -6.93106 0.19 -0.69 -1.53 0.02
C 1.17193 -0.73512 -8.08730 -0.07 -0.80 0.46 -0.10
C 0.80244 -0.75834 -9.60909 1.05 0.57 1.75 -0.11
C 0.78771 0.70634 -9.95528 0.49 1.07 -1.47 -0.17
C 1.60707 1.46401 -8.94455 0.43 -0.28 1.01 -0.09
H 3.52638 -0.75369 -3.66775 -0.35 0.29 -0.16 0.04
H 4.09759 0.83191 -4.34046 -0.36 -0.10 0.36 0.07
H 4.45164 -0.67457 -5.09576 -0.04 0.03 -0.27 0.09
H 1.52817 0.11933 -4.82951 0.09 0.97 -0.12 0.11
H 2.21810 -1.12345 -5.66188 0.15 0.10 -0.98 0.06
H 3.46065 0.69052 -7.26558 0.29 -0.21 0.41 0.14
H 2.50818 1.88355 -6.32087 0.37 0.00 0.02 0.12
H 0.34692 2.20367 -6.50884 0.08 -0.55 -0.49 0.07
H -0.08806 0.45892 -6.20155 -0.13 0.40 0.33 0.09
H -0.64440 1.28053 -7.66071 0.03 -0.15 -0.14 0.12
H 0.47213 -1.16577 -7.37068 -0.40 0.08 -0.37 0.11
H 2.06924 -1.32580 -7.89990 0.27 0.33 -0.20 0.12
H -0.11340 -1.26826 -9.88417 0.14 -0.24 0.11 0.12
H 1.70650 -1.14977 -10.07071 -0.48 -0.61 -0.37 0.12
H -0.19477 1.14507 -10.11793 0.00 -0.11 0.03 0.12
H 1.39889 0.80239 -10.85590 -0.75 0.29 -0.44 0.13
H 1.35857 2.51555 -8.81673 -0.24 -0.09 0.17 0.14
H 2.67162 1.44023 -9.18300 0.00 -0.24 0.06 0.14
N 2.95235 -5.21669 1.69156 0.04 -1.82 3.09 -0.27
S 1.69067 -4.64400 1.08112 -3.86 0.82 -5.28 0.43
O 1.28883 -3.34860 1.56403 -0.13 -0.07 0.25 -0.31
O 0.67785 -5.59595 0.63235 1.04 1.53 1.46 -0.28
F 2.26089 -4.26506 -0.39351 0.88 0.46 0.15 -0.23
S 2.19105 -6.00749 2.98408 2.45 -1.81 2.98 0.55
O 1.51143 -7.21148 2.66720 0.06 0.46 -0.39 -0.24
O 1.66860 -5.15496 4.02256 -0.07 0.26 -1.36 -0.29
F 3.53377 -6.53207 3.70688 -0.30 0.51 -0.95 -0.19
N 1.51213 4.58913 -3.48871 -4.95 -1.84 -0.72 -0.26
S 2.69428 3.69945 -3.17218 7.17 -0.10 3.15 0.44
O 3.21389 2.86429 -4.22002 -0.70 0.02 0.35 -0.28
O 2.80990 3.22614 -1.78861 -0.86 0.05 -2.00 -0.29
F 3.75303 4.91334 -3.14349 -0.32 -0.23 -0.17 -0.19
S 0.34741 3.33613 -3.62337 -2.36 2.25 0.10 0.58
O -0.15308 2.76052 -2.40080 1.10 0.27 -0.73 -0.27
O 0.51429 2.52686 -4.78750 0.48 -0.02 1.35 -0.31
F -0.86837 4.25114 -4.05895 0.32 0.38 0.11 -0.17
N -3.93946 -3.75842 0.86455 1.51 0.10 -2.54 -0.28
S -2.76230 -4.51170 0.00705 2.39 -4.67 2.67 0.51
O -1.62631 -3.73896 -0.40201 -0.81 0.87 -0.28 -0.29
O -3.13394 -5.67078 -0.76367 -0.28 1.81 -0.55 -0.26
F -2.18551 -5.32424 1.27633 -0.15 1.08 0.22 -0.20
S -4.79007 -3.22157 -0.37567 -4.62 -0.31 1.27 0.49
O -5.45301 -4.25263 -1.11249 1.00 0.76 -0.70 -0.25
O -4.34088 -2.01605 -1.01749 0.23 -0.37 0.16 -0.31
F -6.04909 -2.78091 0.55703 0.71 0.86 -0.12 -0.22
C 3.10434 3.38253 2.80174 -0.82 -0.35 -0.68 -0.04
C 3.83068 2.15327 3.29726 0.80 -2.05 -0.92 -0.74
O 3.14390 1.07296 3.41830 -0.75 0.65 0.25 -0.13
O 5.07121 2.14305 3.29395 -0.15 0.74 0.37 -0.03
H 3.34296 4.30890 3.31877 0.06 0.04 -0.17 0.08
H 2.03197 3.19446 2.69931 -0.15 0.14 1.01 0.03
H 3.31698 3.41065 1.72775 0.81 0.51 0.14 0.07
C -4.41662 3.33334 4.31047 0.11 0.89 0.71 -0.04
C -3.39979 2.97577 3.25413 1.17 -0.71 0.24 -0.78
O -2.33457 3.64190 3.17177 -0.30 0.05 -0.12 -0.08
O -3.64956 1.90696 2.63350 -0.07 -0.01 -0.64 -0.10
H -4.39319 2.56073 5.08297 -0.51 -0.35 -0.31 0.06
H -5.39765 3.48381 3.86434 -0.14 -0.34 0.24 0.08
H -4.15306 4.23433 4.87115 0.03 0.22 -0.36 0.07
```
Forces are in eV/Å.

The total charge is +3. The value obtained for the highest occupied orbital energy is -12.25 eV. The value obtained for the total energy is -7397.5057 a.u.